(1)
{"formula": "C3H3N3O2", "method": "ωB97M-V with the def2-TZVPD basis set", "e_homo_ha": -0.3997, "homo_lumo_gap_ev": 10.27, "multiplicity": 1, "fmax_ev_per_a": 7.31, "species": ["C", "C", "C", "H", "H", "H", "N", "N", "N", "O", "O"], "coordinates": [[-1.5344, 0.1973, 0.0369], [1.1400, -0.2643, 0.5374], [2.5349, 0.1080, 0.2225], [-3.3785, 0.7885, -0.7730], [-3.1889, -0.8996, -0.2172], [0.7904, -0.3921, 1.7609], [-2.9388, -0.0071, 0.4183], [0.4593, -0.5273, -0.5590], [3.5850, 0.2418, -0.1657], [-0.9428, 1.2052, -0.1836], [-0.9078, -0.9169, -0.2422]], "forces_ev_per_angstrom": [[-1.80, 0.97, -0.84], [-0.96, -1.17, 0.42], [-3.74, -1.04, 1.00], [1.18, -2.23, 4.47], [0.63, 1.82, 2.35], [0.83, 0.54, -3.95], [-0.74, 0.67, -7.24], [1.37, -0.39, 2.77], [2.60, 0.58, -0.65], [-1.21, 2.44, 1.06], [1.84, -2.18, 0.62]]}

---

(2)
{"formula": "C3H3N3O2", "method": "ωB97M-V with the def2-TZVPD basis set", "smiles": "O=Cc1cnnn1O", "e_homo_ha": -0.3822, "homo_lumo_gap_ev": 10.30, "multiplicity": 1, "fmax_ev_per_a": 2.94, "species": ["O", "C", "C", "C", "N", "N", "N", "O", "H", "H", "H"], "coordinates": [[2.7893, -0.1787, -0.0639], [1.7357, 0.3630, -0.0066], [0.3281, -0.1975, 0.0909], [-0.1045, -1.5333, 0.0491], [-1.4165, -1.5133, -0.0978], [-1.8613, -0.2856, 0.0020], [-0.8268, 0.4711, -0.0442], [-0.9081, 1.8682, -0.0036], [1.6792, 1.4485, 0.0094], [0.4973, -2.4848, 0.1022], [-1.9123, 2.0425, -0.0373]], "forces_ev_per_angstrom": [[0.42, -1.38, -0.02], [-2.26, 1.47, 0.41], [2.23, -1.79, -0.68], [1.49, -0.04, -0.24], [-1.33, -1.24, 1.24], [-0.94, 0.01, -1.49], [1.20, 2.15, 1.12], [-2.07, -0.87, -0.03], [0.15, 0.73, -0.12], [-0.84, 1.42, -0.22], [1.95, -0.45, 0.04]]}

---

(3)
{"formula": "C3H3N3S", "method": "ωB97M-V with the def2-TZVPD basis set", "e_homo_ha": [-0.3151, -0.3151], "homo_lumo_gap_ev": [7.19, 7.19], "multiplicity": 1, "fmax_ev_per_a": 4.26, "species": ["C", "C", "C", "N", "N", "N", "S", "H", "H", "H"], "coordinates": [[2.4906, -0.4488, 3.2835], [-0.6627, -0.9598, 1.1418], [0.1218, 0.3108, -0.7403], [3.4630, -0.8087, 3.7811], [-0.3362, -0.6025, -0.0691], [1.4620, -0.0795, 2.4760], [0.0862, -0.7536, 2.7179], [-1.6171, -1.2570, 1.1260], [0.4332, 0.1564, -1.8198], [0.4690, 1.2480, -0.2014]], "forces_ev_per_angstrom": [[-1.27, -0.04, -1.65], [3.30, 1.68, 2.10], [2.75, 2.66, -0.95], [0.51, 0.03, 0.71], [-0.14, -2.30, 0.06], [1.97, 0.84, 0.60], [-2.04, -1.23, -2.23], [-3.71, -1.26, 1.02], [-0.63, 0.19, 1.30], [-0.73, -0.58, -0.96]]}

---

E (computed, eV): -11718.8586, -11721.1986, -18461.0014
Relative energy (zero: lowest compared OMol25 entry of this formula, charge and spin) (computed, kJ/mol): 684.9, 459.1, 393.8